Entry 1:
Density functional theory data (ωB97M-V/def2-TZVPD) for 3 unconnected molecules or ions with the total composition C4H12O2.

Values from the calculation:
- Kohn-Sham gap (spin up / spin down): 9.277 / 5.586 eV
- Charge: +1
- Highest occupied orbital energy (spin up / spin down): -14.91 / -14.90 eV
- <S²>: 0.753
- E_tot: -8426.758 eV
- ΔE to the lowest compared entry with this formula, charge and spin: 135.4 kJ/mol
- Multiplicity: 2

Last column: Mulliken spin population.
Cartesian coordinates (Å):
C1 -1.206 -1.429 -0.750  0.046
C2 -1.259 -0.786 0.637  0.018
C3 -1.125 0.739 0.624  0.372
C4 -0.102 1.354 1.333  0.392
H1 -0.208 -1.795 -0.984  0.002
H2 -1.913 -2.244 -0.853  0.001
H3 -1.445 -0.668 -1.500  0.001
H4 -0.348 -1.067 1.188  -0.001
H5 -2.052 -1.018 1.350  0.041
H6 -1.915 1.227 0.050  0.022
H7 -0.130 2.374 1.708  0.027
H8 0.718 0.718 1.649  0.064
H9 0.962 1.570 -2.407  0.001
H10 0.172 1.257 -1.207  -0.003
O1 0.732 0.831 -1.846  0.016
H11 3.411 -0.308 -0.301  0.000
H12 2.506 -0.700 0.687  0.000
O2 3.202 -0.055 0.624  0.001


Entry 2:
Density functional theory data (ωB97M-V/def2-TZVPD) for 2 unconnected molecules or ions with the total composition C4H12O2S.

Values from the calculation:
- Kohn-Sham gap: 9.474 eV
- Highest occupied orbital energy: -8.75 eV
- SMILES: OCCCCS.O
- E_tot: -19272.460 eV
- ΔE to the lowest compared entry with this formula, charge and spin: 23.8 kJ/mol
- Multiplicity: 1

Last column: Mulliken charge in e.
Cartesian coordinates (Å):
O1 2.078 0.548 -0.768  -0.508
C1 1.770 0.494 0.610  -0.738
C2 0.312 0.812 0.927  -0.610
C3 -0.733 -0.083 0.305  -0.450
C4 -2.121 0.503 0.482  -0.633
S1 -3.371 -0.177 -0.647  -0.246
H1 2.208 1.473 -1.034  0.296
H2 2.404 1.165 1.199  0.407
H3 1.963 -0.531 0.936  0.282
H4 0.236 0.872 2.027  0.342
H5 0.111 1.876 0.732  0.367
H6 -0.479 -0.229 -0.738  0.416
H7 -0.701 -1.079 0.764  0.257
H8 -2.090 1.572 0.294  0.360
H9 -2.441 0.307 1.501  0.356
H10 -2.539 -0.590 -1.590  0.107
O2 0.813 -2.135 -1.533  -0.582
H11 0.854 -2.851 -2.177  0.281
H12 1.725 -1.949 -1.291  0.297


Entry 3:
Density functional theory data (ωB97M-V/def2-TZVPD) for 2 unconnected molecules or ions with the total composition C4H12O3.

Values from the calculation:
- Kohn-Sham gap: 10.936 eV
- Highest occupied orbital energy: -10.17 eV
- SMILES: OCCCCO.O
- E_tot: -10484.443 eV
- ΔE to the lowest compared entry with this formula, charge and spin: 67.2 kJ/mol
- Multiplicity: 1

Last column: Mulliken charge in e.
Cartesian coordinates (Å):
O1 -0.479 2.113 2.181  -0.518
C1 -0.775 0.817 1.690  -0.347
C2 0.480 -0.044 1.609  -0.333
C3 0.399 -1.305 0.770  -0.600
C4 0.343 -1.111 -0.717  -0.441
O2 -0.967 -0.835 -1.219  -0.517
H1 -0.239 2.668 1.432  0.294
H2 -1.310 0.841 0.744  0.120
H3 -1.471 0.380 2.395  0.274
H4 1.301 0.567 1.200  0.266
H5 0.772 -0.359 2.609  0.288
H6 1.310 -1.889 0.974  0.322
H7 -0.423 -1.964 1.044  0.262
H8 1.015 -0.291 -0.987  0.277
H9 0.680 -1.973 -1.299  0.374
H10 -1.320 -0.047 -0.769  0.278
O3 0.217 1.028 -3.560  -0.620
H11 -0.271 0.216 -3.736  0.318
H12 0.739 1.187 -4.358  0.303


Entry 4:
Density functional theory data (ωB97M-V/def2-TZVPD) for 2 unconnected molecules or ions with the total composition C4H12O3.

Values from the calculation:
- Kohn-Sham gap: 10.496 eV
- Highest occupied orbital energy: -9.86 eV
- SMILES: OCCCCO.O
- E_tot: -10484.636 eV
- ΔE to the lowest compared entry with this formula, charge and spin: 48.5 kJ/mol
- Multiplicity: 1

Last column: Mulliken charge in e.
Cartesian coordinates (Å):
O1 -0.553 1.689 -1.714  -0.538
C1 -1.055 0.897 -0.661  -0.712
C2 -0.234 1.130 0.603  -0.457
C3 -0.414 0.025 1.647  -0.491
C4 0.400 -1.213 1.329  -0.613
O2 -0.018 -1.903 0.175  -0.530
H1 -0.940 1.365 -2.542  0.325
H2 -2.104 1.150 -0.412  0.347
H3 -1.098 -0.163 -0.904  0.424
H4 0.822 1.113 0.323  0.266
H5 -0.452 2.130 0.968  0.333
H6 -1.463 -0.221 1.837  0.318
H7 -0.075 0.432 2.602  0.310
H8 0.374 -1.952 2.126  0.354
H9 1.438 -0.907 1.324  0.316
H10 0.527 -1.679 -0.592  0.358
O3 1.311 -0.805 -2.227  -0.683
H11 1.293 -0.025 -1.654  0.353
H12 2.241 -1.064 -2.228  0.320


Entry 5:
Density functional theory data (ωB97M-V/def2-TZVPD) for 4 unconnected molecules or ions with the total composition C4H12O3.

Values from the calculation:
- Kohn-Sham gap: 3.830 eV
- Highest occupied orbital energy: -7.66 eV
- E_tot: -10478.660 eV
- ΔE to the lowest compared entry with this formula, charge and spin: 625.1 kJ/mol
- Multiplicity: 1

Last column: Mulliken charge in e.
Cartesian coordinates (Å):
C1 -1.659 0.052 0.868  -0.213
C2 -0.888 0.357 -0.378  1.185
C3 -1.396 -0.040 -1.675  -1.175
C4 0.498 0.638 -0.183  -1.315
O1 -2.845 0.116 0.996  -0.367
H1 -1.034 -0.176 1.750  0.392
H2 -3.011 -0.035 4.337  0.109
H3 -1.441 0.744 -2.433  0.338
H4 -0.735 -0.813 -2.086  0.366
H5 -2.380 -0.502 -1.628  0.389
H6 0.958 0.225 0.713  0.565
H7 1.154 0.201 -0.942  0.246
H8 0.636 1.741 -0.119  0.357
H9 4.031 0.885 0.064  0.171
H10 -3.468 -0.083 3.742  -0.109
O2 3.121 0.619 0.247  -0.928
H11 3.192 -1.798 -1.589  0.299
H12 2.791 -0.601 -0.681  0.381
O3 2.478 -1.531 -1.002  -0.690


Entry 6:
Density functional theory data (ωB97M-V/def2-TZVPD) for 2 unconnected molecules or ions with the total composition C4H12O3.

Values from the calculation:
- Kohn-Sham gap: 10.816 eV
- Highest occupied orbital energy: -10.21 eV
- SMILES: OCCCCO.O
- E_tot: -10484.164 eV
- ΔE to the lowest compared entry with this formula, charge and spin: 94.0 kJ/mol
- Multiplicity: 1

Last column: Mulliken charge in e.
Cartesian coordinates (Å):
O1 -2.504 0.330 -2.210  -0.491
C1 -1.848 1.455 -1.813  -0.421
C2 -0.430 1.253 -1.209  -0.682
C3 -0.571 0.347 0.065  -0.357
C4 0.894 -0.073 0.447  -0.644
O2 0.888 -0.915 1.559  -0.517
H1 -2.075 -0.482 -1.868  0.319
H2 -2.450 1.902 -0.998  0.261
H3 -1.802 2.190 -2.639  0.306
H4 0.183 0.779 -2.001  0.303
H5 -0.064 2.289 -1.075  0.358
H6 -1.044 0.923 0.883  0.297
H7 -1.181 -0.561 -0.105  0.289
H8 1.480 -0.504 -0.389  0.384
H9 1.404 0.854 0.772  0.263
H10 0.538 -0.374 2.298  0.326
O3 3.218 -3.064 2.927  -0.649
H11 2.505 -2.418 2.721  0.342
H12 2.858 -3.933 2.636  0.315


Entry 7:
Density functional theory data (ωB97M-V/def2-TZVPD) for 4 unconnected molecules or ions with the total composition C4H12O4.

Values from the calculation:
- Kohn-Sham gap: 9.878 eV
- Highest occupied orbital energy: -9.62 eV
- SMILES: C=CC(=C)O.O.O.O
- E_tot: -12530.727 eV
- ΔE to the lowest compared entry with this formula, charge and spin: 228.2 kJ/mol
- Multiplicity: 1

Last column: Mulliken charge in e.
Cartesian coordinates (Å):
C1 -1.564 1.860 -1.478  -0.701
C2 -0.361 1.448 -1.045  -0.564
C3 -0.288 1.125 0.408  1.094
C4 -1.112 0.471 1.235  -1.191
O1 0.855 1.803 0.869  -0.517
H1 -2.344 1.862 -0.748  0.251
H2 -1.840 1.899 -2.509  0.324
H3 0.595 1.616 -1.562  0.389
H4 -0.948 0.409 2.290  0.368
H5 -2.108 0.109 0.860  0.267
H6 1.000 1.572 1.793  0.298
O2 0.618 -2.344 1.612  -0.654
H7 1.307 -2.338 0.945  0.257
H8 0.037 -1.614 1.320  0.377
O3 2.959 -0.912 -0.338  -0.607
H9 2.482 -1.630 -0.759  0.309
H10 2.676 -0.807 0.574  0.299
O4 -0.307 -1.682 -1.289  -0.616
H11 -0.499 -0.736 -1.007  0.298
H12 -1.159 -2.111 -1.172  0.318


Entry 8:
Density functional theory data (ωB97M-V/def2-TZVPD) for 4 unconnected molecules or ions with the total composition C4H12O4.

Values from the calculation:
- Kohn-Sham gap: 9.296 eV
- Highest occupied orbital energy: -8.76 eV
- SMILES: C=CC(=C)O.O.O.O
- E_tot: -12530.975 eV
- ΔE to the lowest compared entry with this formula, charge and spin: 204.3 kJ/mol
- Multiplicity: 1

Last column: Mulliken charge in e.
Cartesian coordinates (Å):
C1 0.419 -2.224 -1.953  -0.571
C2 0.884 -1.585 -0.894  -0.323
C3 1.782 -0.411 -0.903  0.363
C4 3.096 -0.458 -1.014  -0.807
O1 1.033 0.728 -0.857  -0.481
H1 0.809 -1.989 -2.936  0.263
H2 -0.299 -3.037 -1.995  0.278
H3 0.624 -1.825 0.135  0.277
H4 3.798 0.352 -1.091  0.314
H5 3.612 -1.383 -1.232  0.277
H6 1.348 1.492 -0.307  0.404
O2 1.976 2.586 0.822  -0.724
H7 1.088 2.672 1.271  0.411
H8 2.476 2.129 1.506  0.339
O3 -6.371 -0.871 1.934  -0.640
H9 -6.413 -1.812 1.827  0.319
H10 -7.187 -0.536 1.562  0.321
O4 -0.658 2.292 1.490  -0.698
H11 -1.372 1.912 2.030  0.324
H12 -0.643 1.967 0.604  0.353


Entry 9:
Density functional theory data (ωB97M-V/def2-TZVPD) for C4H12OP2 in the gas phase.

Values from the calculation:
- Kohn-Sham gap: 9.621 eV
- Highest occupied orbital energy: -8.75 eV
- SMILES: CP(C)P(C)(C)=O
- E_tot: -24967.922 eV
- ΔE to the lowest compared entry with this formula, charge and spin: 0.0 kJ/mol
- Multiplicity: 1

Last column: Mulliken charge in e.
Cartesian coordinates (Å):
C1 1.547 -1.683 -0.264  -1.075
P1 1.116 0.043 -0.877  0.069
C2 2.145 1.028 0.299  -1.065
P2 -0.850 0.211 0.359  0.932
C3 -2.024 1.145 -0.718  -1.150
C4 -1.568 -1.442 0.598  -1.175
O1 -0.665 0.812 1.727  -0.753
H1 0.931 -2.515 -0.726  0.301
H2 1.385 -1.716 0.822  0.360
H3 2.632 -1.816 -0.507  0.358
H4 3.226 0.822 0.167  0.373
H5 1.831 0.990 1.294  0.389
H6 2.077 2.088 -0.072  0.307
H7 -2.202 0.749 -1.649  0.411
H8 -2.940 1.241 -0.194  0.383
H9 -1.584 2.238 -0.828  0.271
H10 -2.624 -1.396 0.499  0.430
H11 -1.001 -2.112 -0.008  0.281
H12 -1.614 -1.689 1.630  0.352


Entry 10:
Density functional theory data (ωB97M-V/def2-TZVPD) for 2 unconnected molecules or ions with the total composition C4H12OS.

Values from the calculation:
- Kohn-Sham gap: 9.234 eV
- Highest occupied orbital energy: -8.35 eV
- SMILES: CCO.CSC
- E_tot: -17224.704 eV
- ΔE to the lowest compared entry with this formula, charge and spin: 81.1 kJ/mol
- Multiplicity: 1

Last column: Mulliken charge in e.
Cartesian coordinates (Å):
C1 -0.595 -2.022 1.529  -1.035
C2 -0.691 -0.733 2.340  -0.358
O1 0.603 -0.381 2.808  -0.519
H1 0.207 -1.900 0.802  0.315
H2 -1.560 -2.213 1.066  0.312
H3 -0.322 -2.820 2.217  0.334
H4 -1.138 0.065 1.735  0.299
H5 -1.383 -0.877 3.178  0.361
H6 0.520 0.424 3.296  0.301
C3 0.430 0.957 -0.802  -0.243
S1 -0.397 0.414 -2.187  -0.075
C4 0.504 1.326 -3.437  -0.818
H7 0.296 2.035 -0.673  0.366
H8 0.009 0.415 0.042  -0.382
H9 1.502 0.739 -0.837  0.315
H10 0.766 2.310 -3.046  0.250
H11 -0.141 1.493 -4.297  0.314
H12 1.391 0.770 -3.733  0.263


Entry 11:
Density functional theory data (ωB97M-V/def2-TZVPD) for 2 unconnected molecules or ions with the total composition C4H12OS.

Values from the calculation:
- Kohn-Sham gap: 9.242 eV
- Highest occupied orbital energy: -8.39 eV
- SMILES: CCCSC.O
- E_tot: -17224.925 eV
- ΔE to the lowest compared entry with this formula, charge and spin: 59.8 kJ/mol
- Multiplicity: 1

Last column: Mulliken charge in e.
Cartesian coordinates (Å):
C1 -1.742 1.854 -0.845  -1.081
C2 -0.216 1.758 -0.642  -0.209
C3 0.197 1.960 0.825  -0.977
S1 -0.019 0.510 1.871  -0.100
C4 1.507 -0.399 1.445  -0.754
H1 -1.886 2.328 -1.811  0.333
H2 -2.253 0.891 -0.785  0.290
H3 -2.155 2.496 -0.066  0.298
H4 0.126 2.640 -1.143  0.271
H5 0.236 0.862 -1.059  0.309
H6 -0.343 2.845 1.166  0.446
H7 1.254 2.233 0.894  0.368
H8 2.021 -0.692 2.351  0.324
H9 1.277 -1.241 0.839  0.249
H10 2.067 0.330 0.924  0.232
O1 -0.138 -6.062 -0.942  -0.640
H11 -0.180 -5.453 -1.694  0.320
H12 0.247 -6.859 -1.327  0.320


Entry 12:
Density functional theory data (ωB97M-V/def2-TZVPD) for 2 unconnected molecules or ions with the total composition C4H12OSi2.

Values from the calculation:
- Kohn-Sham gap: 8.588 eV
- Highest occupied orbital energy: -8.36 eV
- E_tot: -22141.704 eV
- ΔE to the lowest compared entry with this formula, charge and spin: 511.5 kJ/mol
- Multiplicity: 1

Last column: Mulliken charge in e.
Cartesian coordinates (Å):
C1 -0.653 0.565 0.857  -0.973
C2 -1.737 0.295 0.173  1.068
C3 -3.148 0.161 0.648  -1.220
C4 -1.519 -0.072 -1.253  -1.036
O1 2.135 1.413 -1.176  -0.459
Si1 3.186 -1.271 0.435  0.386
Si2 1.930 0.685 0.261  0.418
H1 -0.589 0.952 1.847  0.391
H2 -3.368 0.646 1.636  0.316
H3 -3.913 0.138 -0.153  0.318
H4 -3.258 -0.947 1.014  0.256
H5 -2.485 -0.404 -1.813  0.292
H6 -0.637 -0.801 -1.329  0.196
H7 -1.239 0.771 -1.936  0.240
H8 2.735 1.366 -1.898  0.327
H9 2.944 -2.252 -0.580  -0.133
H10 2.880 -1.986 1.698  -0.120
H11 4.615 -1.191 0.593  -0.134
H12 2.121 1.932 0.976  -0.132